Below is C23H20FMnN4O11Si as an isolated structure, with properties calculated with ωB97M-V/def2-TZVPD.

```
61
Properties=species:S:1:pos:R:3
Mn 0.4312 -0.6692 0.1483
O -1.6184 -2.4905 -2.9473
C -1.2035 -1.7490 -1.8908
O -0.1862 -2.1257 -1.2509
C -1.9439 -0.5975 -1.5700
C -3.0967 -0.1587 -2.2736
C -3.7608 0.9452 -1.8409
C -3.2933 1.6328 -0.6883
C -2.1564 1.1645 -0.0663
N -1.4750 0.0991 -0.4794
C -1.6201 1.8092 1.1849
O -1.8722 3.1281 1.3138
O -1.0216 1.2068 2.0277
H -1.0177 -3.2464 -2.9848
H -3.4253 -0.7188 -3.1375
H -4.6458 1.2933 -2.3568
H -3.8543 2.4604 -0.2770
H -2.2013 3.4613 0.4673
C 3.9422 0.7147 -2.4355
Si 2.5597 -0.5124 -2.1265
C 3.1430 -1.8990 -1.0136
C 2.1169 -1.2740 -3.7945
N 1.2575 0.2948 -1.3203
C 0.7531 1.5014 -1.7915
C 0.2901 1.6856 -3.0998
C -0.2108 2.9040 -3.5409
C -0.2797 3.9888 -2.6810
C 0.1600 3.8419 -1.3697
C 0.6583 2.6242 -0.9584
F 1.0626 2.4989 0.3196
H 4.7813 0.2511 -2.9606
H 4.3057 1.1226 -1.4903
H 3.5822 1.5474 -3.0458
H 3.9523 -2.4435 -1.5085
H 2.3469 -2.6219 -0.8143
H 3.5115 -1.5162 -0.0612
H 2.9298 -1.9310 -4.1184
H 1.9731 -0.5213 -4.5727
H 1.2077 -1.8746 -3.7235
H 0.3025 0.8319 -3.7661
H -0.5620 2.9962 -4.5612
H -0.6713 4.9395 -3.0189
H 0.1391 4.6595 -0.6596
O 2.9964 -0.2687 3.2375
C 1.9581 -0.4840 2.6408
O 1.8139 -0.2412 1.3686
C 0.7731 -1.0359 3.3947
C 0.8095 -0.9809 4.7705
C -0.2510 -1.4688 5.5223
C -1.3637 -2.0215 4.9161
C -1.4029 -2.0602 3.5442
C -0.3404 -1.6021 2.7263
O -0.3847 -1.7784 1.4476
N -2.6186 -2.5971 2.9284
O -3.0477 -2.0532 1.9345
O -3.1501 -3.5480 3.4815
N -0.2034 -1.4010 6.9754
O -1.1557 -1.8383 7.6018
O 0.7824 -0.9116 7.4958
H 1.6805 -0.5569 5.2485
H -2.1860 -2.4056 5.5002
```

Summary:
ΔE to the lowest compared entry with this formula, charge and spin = 18.5 kcal/mol
Molecular weight = 630.5 g/mol
Net charge = -1
HOMO level (alpha / beta) = -0.140 / -0.213 Eh
Orbital gap (alpha / beta) = 0.210 / 0.290 hartree
2S+1 = 6

***

Below is C57H127N5O9 as an isolated structure at a distorted geometry, with properties calculated with ωB97M-V/def2-TZVPD.

```
198
Properties=species:S:1:pos:R:3
C 2.4581 3.1446 2.1851
C 2.1063 1.6909 1.8832
C 1.8354 1.5511 0.3349
C 3.0149 1.6690 -0.5946
C 4.0350 0.5590 -0.1563
C 4.4029 0.5230 1.3118
N 3.1883 0.7463 2.2110
O 3.3966 0.6082 3.5503
C 4.9162 -0.9109 1.5719
C 5.5505 1.5703 1.5629
C 0.7589 1.3171 2.5105
H 3.3555 3.4919 1.6730
H 2.6137 3.2972 3.2531
H 1.6593 3.7979 1.8342
H 1.4282 0.5550 0.1615
H 1.0278 2.2145 0.0257
H 3.5774 2.6027 -0.5927
H 2.6125 1.4223 -1.5771
H 4.9738 0.6841 -0.6957
H 3.7108 -0.4190 -0.5121
H 4.0388 -1.5570 1.6007
H 5.4543 -1.3346 0.7238
H 5.4876 -1.0871 2.4833
H 5.4807 2.5916 1.1885
H 5.8430 1.6867 2.6065
H 6.4628 1.1792 1.1127
H -0.1873 1.8142 2.2965
H 0.8510 1.2164 3.5919
H 0.4494 0.2908 2.3124
H 3.0174 -0.2604 3.7033
C -2.6217 -0.7744 -2.2808
C -2.5432 0.6353 -2.9679
C -1.0430 0.8277 -3.2504
C -0.7911 1.9848 -4.2174
C -1.6677 1.7704 -5.4994
C -3.1673 1.5528 -5.2078
N -3.3208 0.5129 -4.2225
O -4.6659 0.2963 -3.9399
C -3.7431 2.9454 -4.8972
C -3.7490 1.1437 -6.5789
C -3.1602 1.6203 -1.9204
H -2.5260 -1.5523 -3.0382
H -3.5281 -0.9291 -1.6955
H -1.7457 -0.8271 -1.6343
H -0.5616 0.9721 -2.2831
H -0.5380 -0.0721 -3.6017
H 0.2600 2.1018 -4.4812
H -0.9932 2.9351 -3.7231
H -1.3158 0.8665 -5.9968
H -1.4721 2.5462 -6.2397
H -3.2397 3.5602 -4.1511
H -3.7124 3.5813 -5.7819
H -4.7485 2.7831 -4.5087
H -3.1701 0.3299 -7.0155
H -4.7998 0.8553 -6.5539
H -3.6238 1.9413 -7.3111
H -3.3135 2.6512 -2.2397
H -2.4922 1.7114 -1.0640
H -4.1557 1.3381 -1.5776
H -4.8184 -0.5384 -4.3890
C 0.4031 -2.1050 3.4171
C 1.6141 -2.3546 2.4733
C 2.9286 -2.3665 3.3418
C 3.1599 -3.6820 4.1219
C 3.0854 -4.9101 3.2191
C 1.8029 -4.9473 2.3475
N 1.4970 -3.5982 1.7111
O 0.3219 -3.6766 0.9509
C 2.0369 -5.9625 1.1727
C 0.6194 -5.3636 3.2251
C 1.7568 -1.1829 1.4531
H -0.5125 -2.2945 2.8569
H 0.4406 -1.0919 3.8175
H 0.3950 -2.7544 4.2925
H 3.8432 -2.1075 2.8083
H 2.7900 -1.5942 4.0984
H 2.4065 -3.9003 4.8788
H 4.0905 -3.6887 4.6893
H 3.0695 -5.7190 3.9495
H 4.0210 -5.0437 2.6760
H 2.6116 -6.8324 1.4906
H 1.1050 -6.4087 0.8255
H 2.5251 -5.4937 0.3183
H 0.7934 -6.4064 3.4904
H 0.4830 -4.7056 4.0833
H -0.3339 -5.3904 2.6973
H 0.8089 -1.1587 0.9156
H 2.6153 -1.3359 0.7992
H 1.8717 -0.2344 1.9778
H 0.6288 -3.1041 0.2440
C 2.6094 -4.5793 -4.2568
C 2.5947 -3.6380 -2.9848
C 3.7676 -2.6139 -3.2655
C 3.7275 -1.3812 -2.3518
C 2.3090 -0.6863 -2.2526
C 1.0663 -1.6995 -2.0810
N 1.2651 -2.9242 -2.8653
O 0.1555 -3.7110 -2.8451
C 0.8339 -1.9292 -0.6108
C -0.1595 -0.8833 -2.6287
C 2.9194 -4.4388 -1.7200
H 1.8584 -5.3675 -4.2035
H 3.5527 -5.0478 -4.5375
H 2.3333 -4.0351 -5.1600
H 4.7017 -3.1750 -3.2376
H 3.7211 -2.2689 -4.2985
H 4.4523 -0.6200 -2.6405
H 4.0399 -1.8611 -1.4243
H 2.1437 -0.0007 -3.0836
H 2.4696 -0.1393 -1.3236
H 0.6550 -0.9926 -0.0826
H -0.0197 -2.6041 -0.5462
H 1.7407 -2.4040 -0.2362
H -0.0362 -0.6234 -3.6800
H -1.0407 -1.4990 -2.4488
H -0.2994 0.0403 -2.0670
H 3.8545 -4.9775 -1.8733
H 2.1419 -5.1171 -1.3686
H 3.0863 -3.7794 -0.8683
H -0.3203 -3.3833 -3.6118
C -1.6446 5.1115 -3.6994
C -0.8764 5.4105 -2.4027
C -1.8465 6.1950 -1.5597
C -1.6530 6.1586 -0.0731
C -1.3089 4.7927 0.5421
C -0.2393 3.9861 -0.2919
N -0.3805 4.2054 -1.7722
O 0.5098 3.4670 -2.5527
C 1.1015 4.4527 0.1360
C -0.5199 2.5375 -0.0193
C 0.3073 6.3336 -2.7143
H -0.9668 4.7028 -4.4489
H -2.0839 6.0017 -4.1495
H -2.4535 4.4005 -3.5314
H -1.8036 7.2558 -1.8067
H -2.8539 5.9104 -1.8636
H -2.5419 6.6032 0.3744
H -0.8617 6.8948 0.0677
H -2.2176 4.1997 0.6456
H -0.8710 4.9521 1.5275
H 1.7898 3.8627 -0.4692
H 1.3134 5.4509 -0.2472
H 1.2588 4.4680 1.2146
H -1.5075 2.1908 -0.3236
H 0.2700 1.9607 -0.5006
H -0.4758 2.3115 1.0461
H 0.7083 6.8483 -1.8411
H -0.0434 7.0923 -3.4140
H 1.0946 5.8279 -3.2734
H -0.1167 3.0189 -3.1257
C -0.4398 0.2876 0.1463
C -1.6187 -0.5728 0.4362
C -1.4212 -2.0120 0.9224
O -2.0289 0.0990 1.5955
H -0.6331 1.3528 0.0199
H 0.0127 0.0009 -0.8030
H 0.2768 0.1853 0.9613
H -2.3741 -0.5826 -0.3495
H -1.0100 -2.6654 0.1529
H -2.3284 -2.3273 1.4379
H -0.6710 -2.0971 1.7085
H -1.9036 -0.3805 2.4177
C -3.8599 -2.7970 3.1580
C -2.7957 -3.7529 3.8428
C -2.0620 -4.7212 2.9013
O -1.8439 -2.8692 4.4834
H -3.4341 -2.4556 2.2145
H -4.1699 -1.9290 3.7399
H -4.7619 -3.3539 2.9041
H -3.3222 -4.2299 4.6694
H -1.7135 -5.5745 3.4832
H -1.2335 -4.3459 2.3005
H -2.7204 -5.1027 2.1209
H -1.3462 -3.3060 5.1785
C -0.7024 0.7953 3.9123
C -1.5332 -0.4776 4.2941
C -2.9977 -0.0742 4.6145
O -1.6012 -1.4653 3.1882
H -1.0289 1.3410 3.0270
H 0.3257 0.5296 3.6662
H -0.6569 1.4943 4.7474
H -1.1351 -0.9932 5.1680
H -3.4242 0.5487 3.8283
H -3.0008 0.6575 5.4225
H -3.6871 -0.8953 4.8111
H -1.8749 -2.3107 3.5517
C -3.7166 1.8991 -0.0348
C -3.2527 2.3106 1.3935
C -3.9375 1.5359 2.5384
O -1.8397 2.0323 1.5126
H -4.7672 1.6088 -0.0451
H -3.2159 1.0094 -0.4168
H -3.6080 2.7101 -0.7548
H -3.3833 3.3873 1.5013
H -3.7060 0.4741 2.6222
H -5.0232 1.6254 2.5020
H -3.6834 2.0294 3.4765
H -1.7892 1.1029 1.2775
```

Summary:
ΔE to the lowest compared entry with this formula, charge and spin = 1458.4 kcal/mol
Molecular weight = 1026.7 g/mol
HOMO level = -0.256 Eh
Orbital gap = 0.266 hartree

***

Below is one molecule with the formula C5H5NO2 at a distorted geometry, with properties calculated with ωB97M-V/def2-TZVPD.

```
13
Properties=species:S:1:pos:R:3
O -1.6152 1.8713 -0.4857
C -1.1819 0.8640 -0.1960
N -1.8476 -0.2092 0.5175
C -0.8653 -1.2317 0.9620
C 0.2646 -1.0112 0.3365
C 0.1934 0.3698 -0.2166
C 1.1659 1.0427 -0.6874
O 2.3553 0.4903 -1.1865
H -2.7773 -0.1482 0.6408
H -0.8701 -2.2252 1.4475
H 1.1339 -1.4616 0.5726
H 1.1586 2.1615 -0.7078
H 2.8856 -0.5128 -0.9969
```

Summary:
ΔE to the lowest compared entry with this formula, charge and spin = 81.8 kcal/mol
Molecular weight = 111.1 g/mol
HOMO level = -0.310 Eh
Structure (SMILES) = O=C1NC=C/C1=C\O
Orbital gap = 0.321 hartree

***

Below is one molecule with the formula C4H10, with properties calculated with ωB97M-V/def2-TZVPD.

```
14
Properties=species:S:1:pos:R:3
C 0.3010 -0.1114 1.4195
C -0.2026 -0.3310 -0.0128
C 0.9888 -0.4672 -0.9634
C -1.1600 0.7792 -0.4507
H 1.0752 0.6617 1.4294
H -0.4952 0.2118 2.1019
H 0.7408 -1.0218 1.8427
H -0.7577 -1.2784 -0.0702
H 0.6598 -0.4928 -2.0091
H 1.5186 -1.4059 -0.7679
H 1.7034 0.3551 -0.8462
H -2.0394 0.8310 0.2036
H -1.5214 0.6033 -1.4712
H -0.6706 1.7615 -0.4304
```

Summary:
ΔE to the lowest compared entry with this formula, charge and spin = 1.0 kcal/mol
Molecular weight = 58.1 g/mol
HOMO level = -0.415 Eh
Structure (SMILES) = CC(C)C
Orbital gap = 0.461 hartree

***

Below is one molecule with the formula C6H10N2O5 at a distorted geometry, with properties calculated with ωB97M-V/def2-TZVPD.

```
23
Properties=species:S:1:pos:R:3
N 2.3393 -0.7845 -3.5414
C 0.9712 -0.5960 -2.8529
C 1.1351 -0.5654 -1.2398
O 2.1584 -0.3671 -0.6657
N -0.1297 -0.5590 -0.6288
C -0.3090 -0.0230 0.7171
C -0.5651 1.4831 0.8785
C -0.7398 1.7665 2.3904
O -1.5861 2.6439 2.6783
O 0.1548 0.8663 3.2199
C -1.6185 -0.8273 1.1495
O -2.5884 -0.9417 0.3827
O -1.6111 -1.2670 2.3991
H 2.7308 -1.7128 -3.0306
H 2.8876 0.0833 -2.9278
H 0.3499 -1.4775 -2.9879
H 0.5535 0.2575 -3.4582
H -0.9363 -1.0072 -1.1537
H 0.6666 -0.3302 1.3119
H -1.6069 1.7473 0.3688
H 0.2954 2.0190 0.4489
H 0.0282 1.2124 4.2116
H -2.5798 -1.6206 2.3300
```

Summary:
ΔE to the lowest compared entry with this formula, charge and spin = 93.5 kcal/mol
Molecular weight = 190.2 g/mol
HOMO level = -0.357 Eh
Structure (SMILES) = NCC(=O)N[C@@H](CC(=O)O)C(=O)O
Orbital gap = 0.370 hartree